(1)
17
Properties=species:S:1:pos:R:3:forces:R:3:lowdin_charge:R:1 method="wB97M-V/def2-TZVPD" smiles="C=NCCC.O" lumo_energy_ev=0.80 orbital_gap_ha=0.39486 spin_multiplicity=1 total_charge=0 homo_ev=-9.940 total_energy_ev=-7863.0465
O -0.641 -2.045 2.106 0.247 0.854 -0.414 -0.078
N -1.498 -0.164 -0.277 0.026 0.266 -0.248 -0.039
C 0.614 1.051 0.390 0.496 0.015 0.469 -0.258
C 1.686 0.216 -0.296 0.076 0.241 -0.652 -0.116
C -1.344 -0.925 -1.275 -0.811 -0.112 0.397 -0.045
C -0.745 1.085 -0.276 0.074 0.535 -0.586 -0.266
H 0.501 0.762 1.442 -0.059 -0.148 -0.119 0.099
H -1.346 1.855 0.197 -0.256 -0.142 0.506 0.105
H 1.451 -0.835 -0.443 -0.049 -0.188 0.454 0.063
H -0.571 -0.813 -2.031 -0.025 0.302 -0.310 0.080
H -0.965 -1.420 1.428 -0.327 -0.485 0.163 -0.008
H 2.653 0.345 0.188 -0.049 -0.308 0.279 0.071
H -2.101 -1.703 -1.405 0.592 -0.352 0.119 0.078
H 1.014 2.070 0.441 -0.275 0.041 -0.071 0.109
H 1.854 0.590 -1.305 -0.107 0.193 -0.201 0.070
H -0.691 1.479 -1.303 0.445 -0.340 -0.028 0.113
H 0.128 -1.550 2.419 -0.001 -0.372 0.242 0.023

(2)
17
Properties=species:S:1:pos:R:3:forces:R:3:lowdin_charge:R:1 method="wB97M-V/def2-TZVPD" smiles="C=CCN.CO" lumo_energy_ev=0.78 orbital_gap_ha=0.35592 spin_multiplicity=1 total_charge=0 homo_ev=-8.903 total_energy_ev=-7862.4889
O -1.820 1.199 -1.486 0.003 0.029 0.098 -0.131
N -0.479 -1.517 -0.745 -0.029 -0.120 0.080 -0.004
C 0.756 -0.823 1.271 0.020 -0.010 0.186 -0.201
C -0.929 2.126 -0.871 -0.290 0.129 0.054 -0.148
C 1.594 -1.325 2.166 0.127 0.035 0.222 -0.004
C 0.799 -1.055 -0.202 -0.096 -0.167 -0.213 -0.311
H -1.464 3.006 -0.508 0.033 0.049 -0.033 0.079
H -1.251 -1.054 -0.282 0.030 0.077 -0.014 0.048
H 1.123 -0.106 -0.654 -0.017 0.021 0.014 0.101
H -2.630 1.662 -1.711 0.010 -0.026 -0.068 0.074
H 1.578 -1.781 -0.446 0.005 -0.057 0.094 0.106
H -0.006 -0.134 1.634 0.149 0.228 -0.166 0.092
H 1.638 -0.910 3.167 -0.311 -0.279 0.109 0.049
H 2.286 -2.135 1.968 0.157 0.224 -0.314 0.057
H -0.469 1.659 -0.001 0.110 -0.096 -0.107 0.057
H -0.561 -1.261 -1.721 0.010 -0.006 0.014 0.058
H -0.164 2.449 -1.578 0.090 -0.029 0.045 0.079

(3)
17
Properties=species:S:1:pos:R:3:forces:R:3:lowdin_charge:R:1 method="wB97M-V/def2-TZVPD" smiles="CC(N)=O.CC" lumo_energy_ev=0.85 orbital_gap_ha=0.39404 spin_multiplicity=1 total_charge=0 homo_ev=-9.869 total_energy_ev=-7864.1523
O 1.494 -0.226 -0.420 0.113 0.048 -0.200 0.030
N 0.842 0.647 1.532 -0.122 -0.017 0.653 0.147
C 1.172 0.755 0.219 -0.228 -0.288 0.052 -0.629
C -1.958 -0.824 -0.507 1.014 -0.497 0.854 -0.169
C -1.960 -2.340 -0.396 0.930 -0.344 -1.107 -0.173
C 1.067 2.129 -0.399 1.178 -0.270 0.061 -0.005
H 1.030 2.929 0.336 -0.895 0.039 0.000 0.071
H 0.446 1.401 2.063 0.059 0.116 -0.155 0.096
H -1.271 -0.391 0.222 -0.445 -0.034 0.617 0.030
H -2.507 -2.735 0.455 -0.005 -0.062 -0.022 0.061
H -2.971 -0.478 -0.331 0.090 0.634 -0.573 0.065
H -2.306 -2.761 -1.341 -0.819 -0.083 0.181 0.059
H 0.807 -0.270 1.956 0.099 0.123 -0.260 0.112
H 2.044 2.324 -0.856 -0.251 -0.262 -0.430 0.087
H -0.940 -2.737 -0.440 0.069 0.161 0.716 0.064
H 0.294 2.067 -1.171 0.088 0.518 0.296 0.091
H -1.404 -0.537 -1.395 -0.874 0.219 -0.682 0.065

(4)
17
Properties=species:S:1:pos:R:3:forces:R:3:lowdin_charge:R:1 method="wB97M-V/def2-TZVPD" lumo_energy_ev="-1.81 / -1.80" orbital_gap_ha="0.22756 / 0.22779" spin_multiplicity=1 total_charge=0 homo_ev="-7.997 / -8.001" total_energy_ev=-7857.2674
O -0.352 -1.768 0.310 -1.295 0.021 -0.151 -0.423
N 1.648 -0.354 0.857 -0.810 2.760 -0.319 0.067
C -0.454 1.030 -0.144 -1.669 0.026 -1.161 -0.184
C 2.334 -0.763 -0.109 0.058 0.157 -0.361 -0.115
C -0.783 0.222 -1.282 0.886 -1.059 -0.200 -0.117
C -1.345 1.059 1.047 0.393 -0.724 0.466 -0.079
H -0.873 1.565 1.892 -0.119 0.115 -0.133 0.087
H -1.810 0.350 -1.631 -0.242 -0.374 0.437 0.105
H 1.944 -1.049 -1.087 -0.078 0.498 -0.143 0.072
H -2.293 1.545 0.808 0.012 0.087 -0.084 0.097
H 0.110 -2.404 0.864 0.147 -0.216 -0.587 -0.049
H 0.146 1.920 -0.324 0.743 -0.388 0.261 0.127
H -0.748 -1.077 -1.001 0.677 1.318 1.308 0.154
H 3.415 -0.787 0.031 -0.023 -0.894 0.298 0.071
H -1.524 0.010 1.332 -0.140 0.354 -0.147 0.087
H -0.099 0.314 -2.122 -0.030 0.447 -0.029 0.068
H 0.683 0.187 0.558 1.491 -2.127 0.544 0.031

(5)
17
Properties=species:S:1:pos:R:3:forces:R:3:lowdin_charge:R:1 method="wB97M-V/def2-TZVPD" smiles=C1CCNC1.O lumo_energy_ev=0.97 orbital_gap_ha=0.33123 spin_multiplicity=1 total_charge=0 homo_ev=-8.042 total_energy_ev=-7863.3783
O 5.276 -0.990 -1.443 -0.279 0.185 0.021 -0.051
N 0.142 0.127 0.360 -0.317 1.249 0.013 -0.087
C -2.063 0.077 -0.457 -1.330 0.379 -0.808 -0.207
C -0.707 0.038 1.554 0.379 -1.669 -0.688 -0.209
C -0.657 0.528 -0.792 0.852 -0.734 0.001 -0.237
C -2.173 0.209 1.050 1.072 0.714 0.633 -0.175
H -2.817 0.709 -0.944 0.154 0.092 0.065 0.103
H -2.839 -0.468 1.570 -0.167 -0.294 -0.168 0.097
H -2.502 1.218 1.307 -0.085 0.040 -0.086 0.101
H -0.259 0.002 -1.663 -0.143 0.274 -0.190 0.109
H -0.600 1.607 -0.972 -0.083 0.013 0.004 0.103
H -0.396 0.721 2.341 -0.201 0.207 0.057 0.094
H -0.594 -0.993 1.911 -0.066 0.182 0.503 0.102
H 0.924 -0.488 0.203 -0.442 -0.143 0.253 0.100
H 6.154 -1.338 -1.557 0.496 -0.481 -0.024 0.022
H 5.412 -0.054 -1.599 -0.228 0.295 0.006 0.030
H -2.300 -0.905 -0.868 0.389 -0.307 0.409 0.105

(6)
17
Properties=species:S:1:pos:R:3:forces:R:3:lowdin_charge:R:1 method="wB97M-V/def2-TZVPD" smiles=CNC[C@H](C)O lumo_energy_ev=1.00 orbital_gap_ha=0.35605 spin_multiplicity=1 total_charge=0 homo_ev=-8.685 total_energy_ev=-7862.2234
O -1.719 -1.046 -0.019 -0.830 2.319 -2.880 -0.139
N 1.365 -0.551 0.194 2.700 1.235 0.556 -0.133
C -1.667 1.401 -1.012 0.155 -0.684 -1.488 -0.080
C -0.898 0.109 -0.656 1.084 -2.071 1.518 -0.351
C 2.599 -0.416 1.126 -1.046 1.018 -2.783 -0.078
C 0.337 0.441 0.362 -2.958 -1.743 0.244 -0.226
H -2.434 -1.132 -0.752 1.601 -0.168 2.095 0.105
H -1.668 2.042 -0.115 -0.314 -0.026 -0.563 0.070
H 2.140 -0.116 2.048 0.682 0.012 1.077 0.048
H -0.135 0.575 1.433 0.876 -0.318 -1.641 0.148
H -2.739 1.244 -1.450 1.971 0.197 0.941 0.102
H -1.007 1.845 -1.851 -1.240 -0.228 1.386 0.103
H 3.261 -1.316 1.142 -1.026 0.588 0.115 0.080
H -0.416 -0.439 -1.516 -0.536 1.102 0.479 0.132
H 0.711 1.360 0.026 0.608 1.558 -0.214 0.082
H 3.209 0.419 0.659 -0.583 -0.820 0.933 0.082
H 1.051 -1.463 0.251 -1.144 -1.972 0.226 0.058

(7)
17
Properties=species:S:1:pos:R:3:forces:R:3:lowdin_charge:R:1 method="wB97M-V/def2-TZVPD" smiles="CC/C=C/N.O" lumo_energy_ev=0.94 orbital_gap_ha=0.32641 spin_multiplicity=1 total_charge=0 homo_ev=-7.946 total_energy_ev=-7862.7344
O -2.185 -1.499 -3.201 -0.023 -0.080 0.099 -0.085
N 0.065 1.952 -1.434 -2.006 -0.897 4.375 0.046
C 0.689 -0.399 2.819 -0.188 1.564 -0.118 -0.134
C 0.468 0.766 -0.790 0.960 0.606 -0.870 -0.228
C 0.080 0.439 0.415 -1.149 -1.216 2.962 -0.167
C 0.583 -0.738 1.284 0.788 0.300 -0.616 -0.259
H -1.932 -0.772 -3.800 -0.260 -1.099 0.065 0.040
H 1.399 -1.039 3.352 -0.068 0.034 -0.289 0.051
H 0.424 2.195 -2.256 1.910 0.904 -3.812 0.008
H 1.225 0.133 -1.276 -0.346 0.419 -0.087 0.119
H -0.064 2.741 -0.796 0.009 -0.592 -0.555 0.096
H 1.032 0.697 2.974 -0.407 -1.726 -0.359 0.089
H -2.311 -2.361 -3.645 0.282 1.175 -0.153 0.042
H 1.618 -0.960 0.891 -0.995 -0.224 0.530 0.104
H -0.735 0.941 0.965 0.392 0.384 -0.702 0.110
H -0.275 -0.477 3.378 0.530 -0.004 -0.691 0.066
H -0.080 -1.618 1.119 0.570 0.453 0.222 0.102

(8)
17
Properties=species:S:1:pos:R:3:forces:R:3:lowdin_charge:R:1 method="wB97M-V/def2-TZVPD" smiles="CC/C=C/N.O" lumo_energy_ev=0.99 orbital_gap_ha=0.33319 spin_multiplicity=1 total_charge=0 homo_ev=-8.076 total_energy_ev=-7861.7756
O 3.173 4.867 -4.127 0.405 -1.426 0.321 -0.073
N -2.964 -1.243 -0.235 -0.126 1.407 -0.661 0.004
C 0.442 -1.081 1.301 0.712 1.107 -0.348 -0.290
C -1.636 -0.900 0.005 0.688 -1.954 2.791 -0.244
C 0.944 -1.211 2.764 -1.523 -3.734 0.820 -0.133
C -0.930 -1.650 0.893 1.163 2.690 0.277 -0.135
H 1.176 -1.407 0.550 0.186 0.109 0.489 0.094
H 4.022 4.886 -3.673 0.181 0.752 0.043 0.028
H 1.786 -0.638 3.138 -0.003 0.269 -0.593 0.053
H -1.423 -2.114 1.710 -0.708 -1.400 0.018 0.083
H 3.078 3.892 -4.109 -0.586 0.673 -0.364 0.045
H -3.060 -2.255 -0.023 -0.949 1.557 0.298 0.094
H 0.067 -1.045 3.422 0.434 0.469 -0.186 0.061
H 0.346 0.027 1.193 0.242 -0.579 -0.350 0.094
H 1.149 -2.342 3.064 -0.033 2.062 -0.862 0.100
H -3.573 -0.433 0.085 0.336 -2.358 -0.543 0.117
H -1.165 0.039 -0.224 -0.418 0.357 -1.151 0.102

(9)
17
Properties=species:S:1:pos:R:3:forces:R:3:lowdin_charge:R:1 method="wB97M-V/def2-TZVPD" lumo_energy_ev=0.92 orbital_gap_ha=0.26397 spin_multiplicity=1 total_charge=0 homo_ev=-6.260 total_energy_ev=-7856.8607
O -3.561 -0.006 0.503 -0.430 -1.001 -0.217 -0.170
N -2.232 -0.155 -0.062 0.512 1.038 -0.151 -0.171
C 1.966 0.821 -0.843 -0.072 -0.087 0.111 -0.141
C -0.438 -0.879 -0.142 -3.396 0.656 0.988 -0.087
C -0.192 0.161 0.807 3.607 -1.437 -1.844 -0.105
C 1.566 -0.209 0.197 -0.074 1.140 1.496 -0.202
H 2.037 -0.028 1.162 0.348 0.017 -0.090 0.082
H -3.679 -0.793 1.045 -0.018 0.064 -0.055 0.055
H -0.289 1.213 0.584 -0.004 -0.177 -0.296 0.099
H -2.186 0.643 -0.699 -0.097 -0.368 0.069 0.036
H -0.299 -0.829 -1.212 0.008 0.408 0.086 0.095
H 3.034 0.749 -1.065 -0.058 -0.007 -0.057 0.072
H 1.866 -1.215 -0.094 -0.440 -0.152 -0.007 0.088
H -0.212 -0.109 1.852 -0.311 -0.038 -0.054 0.104
H 1.422 0.679 -1.779 -0.002 0.014 -0.050 0.070
H -0.574 -1.879 0.245 0.425 -0.052 0.060 0.103
H 1.769 1.836 -0.498 0.003 -0.018 0.012 0.071

(10)
17
Properties=species:S:1:pos:R:3:forces:R:3:lowdin_charge:R:1 method="wB97M-V/def2-TZVPD" smiles="CC(C)=CN.O" lumo_energy_ev=0.86 orbital_gap_ha=0.33064 spin_multiplicity=1 total_charge=0 homo_ev=-8.140 total_energy_ev=-7862.8089
O -0.426 2.213 2.190 -0.480 -0.864 -0.666 -0.072
N 0.414 1.109 -1.911 -0.670 0.581 -0.328 0.034
C -0.521 -0.835 1.244 -0.358 -0.440 -2.206 -0.067
C 0.544 -1.587 -0.944 1.641 -1.546 -1.266 -0.104
C -0.084 -0.468 -0.184 -0.425 0.187 0.501 -0.347
C -0.306 0.725 -0.759 1.896 -0.339 0.721 -0.177
H 1.645 -1.806 -0.954 -0.274 1.207 0.513 0.089
H 0.410 2.112 -2.034 -0.139 -0.124 -0.157 0.075
H -1.226 1.807 1.807 0.013 0.743 0.559 0.021
H -0.777 1.532 -0.207 -0.251 -0.116 -0.276 0.096
H 0.326 -0.864 1.916 0.090 0.088 0.326 0.079
H 1.373 0.798 -1.941 -0.090 -0.280 0.104 0.079
H -1.347 -0.215 1.596 0.175 -0.254 0.181 0.067
H -0.845 -1.858 1.032 -0.385 -0.018 1.078 0.070
H 0.187 1.545 1.848 0.509 0.371 0.301 0.015
H 0.355 -1.596 -2.019 -0.341 0.611 -0.047 0.075
H 0.279 -2.613 -0.680 -0.910 0.194 0.661 0.067

(11)
17
Properties=species:S:1:pos:R:3:forces:R:3:lowdin_charge:R:1 method="wB97M-V/def2-TZVPD" smiles="C/C=C/CN.O" lumo_energy_ev=0.66 orbital_gap_ha=0.33737 spin_multiplicity=1 total_charge=0 homo_ev=-8.525 total_energy_ev=-7861.7631
O 2.826 -0.178 -4.922 -0.524 0.780 -1.678 -0.054
N -2.063 -1.104 -0.886 0.855 -0.298 1.482 -0.030
C -0.011 1.293 3.025 -1.821 0.201 0.873 -0.126
C -0.832 -0.406 -0.374 1.040 -1.051 -0.304 -0.294
C 0.110 0.632 1.690 0.272 1.145 -0.904 -0.201
C -0.699 -0.272 1.124 0.211 -0.208 0.727 -0.139
H 0.682 2.116 3.215 1.001 -1.086 0.349 0.064
H -0.215 0.504 3.771 0.785 0.672 0.401 0.078
H -1.807 -1.375 -1.824 -0.263 -0.089 -0.304 0.046
H -0.776 0.617 -0.817 0.077 -0.987 0.154 0.116
H 0.931 1.047 1.088 -0.797 0.447 -0.380 0.103
H -2.103 -2.005 -0.361 -0.166 0.861 -0.566 0.070
H -1.083 -1.051 1.797 -1.012 0.603 -0.312 0.111
H -0.916 1.970 3.156 0.267 -1.170 -0.901 0.089
H 2.506 0.207 -4.111 0.511 -0.713 0.614 0.026
H 3.394 -0.944 -4.923 0.011 -0.068 1.068 0.028
H 0.055 -1.052 -0.647 -0.447 0.961 -0.318 0.115

(12)
17
Properties=species:S:1:pos:R:3:forces:R:3:lowdin_charge:R:1 method="wB97M-V/def2-TZVPD" smiles="CC(N)=O.CC" lumo_energy_ev=0.82 orbital_gap_ha=0.39363 spin_multiplicity=1 total_charge=0 homo_ev=-9.896 total_energy_ev=-7863.6342
O 1.377 0.375 -0.952 -0.910 -0.483 -0.491 0.034
N 2.359 -0.633 0.746 -1.300 -1.250 0.108 0.131
C 1.299 -0.549 -0.163 2.395 1.773 0.073 -0.576
C -3.054 1.005 0.128 -0.052 -0.486 0.293 -0.166
C -1.563 1.283 -0.025 0.247 1.333 -1.672 -0.182
C 0.185 -1.503 -0.011 -0.746 -2.759 0.487 -0.033
H 2.393 -1.402 1.396 0.198 0.168 0.000 0.087
H -3.433 0.500 -0.768 0.328 -0.690 0.327 0.062
H -3.753 1.831 0.099 0.293 0.755 0.808 0.051
H 0.006 -1.690 1.040 -0.548 0.782 0.564 0.081
H 3.147 -0.011 0.676 -0.264 -0.034 -0.230 0.100
H -0.749 -1.394 -0.557 0.267 0.968 0.116 0.079
H 0.357 -2.582 -0.213 1.073 0.569 -0.626 0.096
H -1.366 2.274 -0.496 -0.194 -0.469 0.432 0.080
H -0.868 1.216 0.814 -0.602 -0.123 0.295 0.068
H -1.215 0.602 -0.787 0.441 -0.107 0.021 0.023
H -3.171 0.409 1.046 -0.628 0.054 -0.506 0.067

In eV/A, the max |F| values for the records above are, in order, 0.98 0.43 1.49 2.89 1.84 3.79 4.90 4.12 4.30 2.59 2.03 2.98.
In kcal/mol, the energy above the lowest of the compared OMol25 structures with the same formula, charge and spin values for the records above are, in order, 34.8 47.6 9.3 168.0 27.1 53.7 42.0 64.1 177.4 40.2 64.3 21.2.